No. 1
C4H7O3 | the ωB97M-V functional and the def2-TZVPD basis

Structure (ORCA input):
```
! wB97M-V def2-TZVPD RIJCOSX def2/J DEFGRID3
* xyz -1 1
O 0.96 -0.80 2.79
C 1.07 -1.32 1.71
O 1.89 -2.08 1.13
C -0.03 -0.84 0.70
C 0.37 0.35 -0.14
C -0.76 0.74 -1.00
O -0.46 1.67 -2.01
H -0.24 -1.71 -0.03
H -0.86 -0.58 1.32
H 0.58 1.26 0.41
H 1.37 0.16 -0.61
H -1.02 -0.12 -1.65
H -1.58 1.12 -0.38
H -1.28 2.15 -2.24
*
```

Output
**Energy**: -382.36300 Ha
**Lowest unoccupied orbital energy**: 3.27 eV
**Highest occupied orbital energy**: -0.1319 hartree
**Energy relative to the best compared isomer or geometry (same formula, charge and spin)**: 28.7 kcal/mol
**Kohn-Sham gap**: 6.86 eV

Here are the Löwdin charges for atoms 1 to 4, given in e:
1. O -0.040
2. C -0.805
3. O -0.095
4. C -0.167

***

No. 2
C2H4O2S | the ωB97M-V functional and the def2-TZVPD basis

Structure (ORCA input):
```
! wB97M-V def2-TZVPD RIJCOSX def2/J DEFGRID3
* xyz 0 1
C -0.56 -0.09 0.71
C -0.98 0.18 -0.60
O 3.21 -0.80 0.32
O 0.73 -0.26 0.95
S 2.01 -0.32 -0.28
H -1.16 0.26 1.55
H -0.76 1.29 -0.63
H -2.12 0.06 -0.60
H -0.38 -0.31 -1.43
*
```

Output
**Energy**: -627.14761 Ha
**Lowest unoccupied orbital energy (alpha / beta)**: 0.34 / -0.77 eV
**Highest occupied orbital energy (alpha / beta)**: -0.2992 / -0.2620 hartree
**Energy relative to the best compared isomer or geometry (same formula, charge and spin)**: 85.7 kcal/mol
**Kohn-Sham gap (alpha / beta)**: 8.48 / 6.36 eV

Here are the Löwdin charges for atoms 1 to 4, given in e:
1. C -0.298
2. C -0.135
3. O -0.559
4. O -0.348

***

No. 3
C17H47BrNO6PS6 | the ωB97M-V functional and the def2-TZVPD basis

Structure (ORCA input):
```
! wB97M-V def2-TZVPD RIJCOSX def2/J DEFGRID3
* xyz 0 1
C 2.38 2.73 -0.77
C 2.15 3.00 -2.05
C 1.78 1.97 -3.07
P -0.05 1.50 -3.04
Br 0.15 -0.49 -2.02
N -0.73 2.45 -1.81
C -1.90 3.26 -2.21
C -3.24 2.52 -2.14
H 2.13 3.45 0.00
H 2.82 1.79 -0.46
H 2.21 4.03 -2.40
H 1.94 2.32 -4.09
H 2.36 1.06 -2.92
H -0.91 1.94 -0.95
H -1.93 4.11 -1.52
H -1.74 3.67 -3.21
H -3.54 2.15 -3.11
H -3.19 1.70 -1.42
H -4.03 3.21 -1.83
C 3.32 -2.33 -1.14
S 4.58 -3.34 -0.37
O 5.56 -3.69 -1.44
C 3.54 -4.79 -0.15
H 3.77 -1.37 -1.41
H 2.94 -2.82 -2.04
H 2.51 -2.16 -0.43
H 3.16 -5.11 -1.12
H 2.72 -4.55 0.52
H 4.16 -5.57 0.29
C -5.14 -1.21 2.00
S -4.95 0.57 1.88
O -5.40 0.96 0.52
C -3.16 0.58 1.84
H -6.20 -1.43 1.99
H -4.65 -1.68 1.15
H -4.69 -1.55 2.94
H -2.83 -0.02 0.99
H -2.75 0.18 2.77
H -2.84 1.61 1.71
C 1.31 1.15 3.12
S 0.72 -0.32 3.97
O -0.67 -0.56 3.49
C 0.58 0.44 5.59
H 1.41 0.90 2.06
H 0.58 1.95 3.25
H 2.28 1.43 3.53
H -0.08 1.30 5.53
H 1.58 0.75 5.93
H 0.17 -0.29 6.29
C 2.43 -5.42 -6.04
S 2.80 -5.14 -4.31
O 2.07 -3.91 -3.90
C 4.52 -4.69 -4.53
H 1.38 -5.68 -6.12
H 2.63 -4.51 -6.60
H 3.04 -6.25 -6.41
H 4.57 -3.83 -5.19
H 5.06 -5.53 -4.94
H 4.92 -4.43 -3.54
C 0.10 -4.24 9.04
S 0.95 -2.76 8.49
O 0.00 -1.62 8.67
C 0.91 -3.14 6.74
H -0.02 -4.16 10.12
H -0.88 -4.30 8.56
H 0.71 -5.11 8.80
H -0.13 -3.27 6.41
H 1.49 -4.04 6.53
H 1.35 -2.29 6.22
C -3.04 7.05 -3.00
S -3.87 5.90 -4.10
O -2.82 5.05 -4.73
C -4.35 7.11 -5.34
H -2.63 6.47 -2.18
H -2.24 7.55 -3.55
H -3.76 7.78 -2.63
H -3.45 7.60 -5.72
H -5.03 7.83 -4.90
H -4.85 6.57 -6.15
*
```

Output
**Energy**: -6486.39965 Ha
**Lowest unoccupied orbital energy**: 0.32 eV
**Highest occupied orbital energy**: -0.2995 hartree
**Kohn-Sham gap**: 8.47 eV

Here are the Löwdin charges for atoms 1 to 4, given in e:
1. C -0.032
2. C -0.264
3. C -0.433
4. P 0.581

***

No. 4
C4H4F3I | the ωB97M-V functional and the def2-TZVPD basis

Structure (ORCA input):
```
! wB97M-V def2-TZVPD RIJCOSX def2/J DEFGRID3
* xyz 0 3
C 1.16 0.63 0.79
C 1.43 0.82 -0.50
C -1.05 -1.43 0.00
C -1.46 -0.28 -0.46
F -1.28 -1.69 1.30
F -0.33 -2.32 -0.62
F -1.49 -0.17 -1.86
I -2.39 1.23 0.64
H 1.77 0.17 1.60
H 0.39 1.14 1.28
H 0.91 1.45 -1.18
H 2.33 0.43 -0.99
*
```

Output
**Energy**: -751.83585 Ha
**Lowest unoccupied orbital energy (alpha / beta)**: 0.06 / -2.30 eV
**Highest occupied orbital energy (alpha / beta)**: -0.2098 / -0.3524 hartree
**Energy relative to the best compared isomer or geometry (same formula, charge and spin)**: 50.4 kcal/mol
**Kohn-Sham gap (alpha / beta)**: 5.76 / 7.29 eV

Here are the Löwdin charges for atoms 1 to 4, given in e:
1. C -0.136
2. C -0.088
3. C -0.450
4. C -0.698

***

No. 5
C21H26N7O2Sc | the ωB97M-V functional and the def2-TZVPD basis

Structure (ORCA input):
```
! wB97M-V def2-TZVPD RIJCOSX def2/J DEFGRID3
* xyz 2 1
Sc -0.24 0.14 0.39
C 0.75 -1.34 -2.36
C 0.41 0.08 -2.72
N -0.73 0.56 -1.89
C -2.04 0.01 -2.30
C -2.39 -1.24 -1.53
C -3.34 -2.14 -1.97
C -3.67 -3.21 -1.16
C -3.04 -3.36 0.07
C -2.09 -2.42 0.44
C -1.38 -2.44 1.77
N -0.02 -1.88 1.64
C 0.95 -2.86 1.09
C 0.98 -2.82 -0.42
N 1.07 -1.42 -0.92
N -1.77 -1.40 -0.36
H 1.57 -1.71 -2.98
H -0.10 -2.00 -2.55
H 0.17 0.17 -3.79
H 1.26 0.74 -2.52
H -0.77 1.57 -2.01
H -2.08 -0.17 -3.37
H -2.80 0.76 -2.07
H -3.82 -2.00 -2.93
H -4.41 -3.93 -1.48
H -3.28 -4.18 0.73
H -1.36 -3.45 2.19
H -1.94 -1.81 2.46
H 0.28 -1.60 2.57
H 0.71 -3.88 1.43
H 1.93 -2.64 1.51
H 0.06 -3.23 -0.83
H 1.79 -3.44 -0.80
H 2.04 -1.11 -0.82
C -1.14 4.57 -0.18
C 0.00 5.22 0.26
C 1.07 4.47 0.70
C 0.99 3.09 0.69
N -0.10 2.45 0.24
C -1.15 3.18 -0.17
C 2.08 2.21 1.17
C 3.19 2.73 1.83
C 4.19 1.87 2.26
C 4.06 0.52 2.00
C 2.93 0.09 1.35
N 1.94 0.89 0.94
H -2.01 5.11 -0.52
H 0.05 6.30 0.26
H 1.96 4.98 1.05
H -2.03 2.64 -0.47
H 3.27 3.78 2.03
H 5.06 2.25 2.78
H 4.82 -0.19 2.30
H 2.80 -0.97 1.14
O -2.20 0.82 1.11
N -1.84 0.97 2.31
O -0.62 0.69 2.45
*
```

Output
**Energy**: -2109.99162 Ha
**Lowest unoccupied orbital energy**: -6.27 eV
**Highest occupied orbital energy**: -0.5567 hartree
**Energy relative to the best compared isomer or geometry (same formula, charge and spin)**: 0.3 kcal/mol
**Kohn-Sham gap**: 8.88 eV

Here are the Löwdin charges for atoms 1 to 4, given in e:
1. Sc 1.071
2. C -0.165
3. C -0.154
4. N -0.106

***

No. 6
C29H26ClN2O3PPdS2 | the ωB97M-V functional and the def2-TZVPD basis

Structure (ORCA input):
```
! wB97M-V def2-TZVPD RIJCOSX def2/J DEFGRID3
* xyz 0 1
Pd -0.21 -0.42 -0.55
Cl 1.72 -2.16 -0.61
C 2.92 -1.69 0.56
C 4.12 -2.38 0.59
C 5.06 -2.04 1.54
C 4.80 -1.02 2.44
C 3.60 -0.34 2.38
C 2.63 -0.65 1.43
P 1.02 0.40 1.25
C 1.95 1.89 0.75
C 1.96 2.13 -0.62
C 2.59 3.25 -1.13
C 3.20 4.15 -0.26
C 3.19 3.91 1.11
C 2.57 2.78 1.62
C 0.61 0.29 3.00
C 0.33 1.37 3.82
C 0.00 1.16 5.15
C -0.11 -0.13 5.65
C 0.11 -1.22 4.81
C 0.48 -1.01 3.50
H 4.30 -3.17 -0.11
H 6.00 -2.58 1.59
H 5.53 -0.74 3.18
H 3.40 0.45 3.09
H 1.45 1.42 -1.29
H 2.61 3.44 -2.19
H 3.67 5.04 -0.64
H 3.65 4.62 1.78
H 2.56 2.60 2.68
H 0.36 2.37 3.42
H -0.19 2.01 5.79
H -0.39 -0.28 6.68
H -0.03 -2.22 5.18
H 0.66 -1.84 2.84
O 0.54 -3.39 -3.84
C -0.71 -3.50 -4.32
C -1.01 -4.57 -5.16
C -2.27 -4.71 -5.69
C -3.26 -3.77 -5.42
C -2.99 -2.73 -4.56
C -1.73 -2.59 -3.98
C -1.50 -1.59 -2.93
O -0.30 -1.24 -2.61
N -2.57 -1.13 -2.33
N -2.42 -0.52 -1.14
C -3.35 0.32 -0.86
S -4.53 0.77 -2.10
C -5.50 1.89 -1.04
C -4.64 2.36 0.12
S -3.67 0.94 0.73
H 0.57 -2.56 -3.30
H -0.23 -5.28 -5.38
H -2.50 -5.56 -6.32
H -4.24 -3.87 -5.87
H -3.74 -2.00 -4.32
H -6.37 1.35 -0.69
H -5.81 2.73 -1.66
H -5.24 2.71 0.95
H -3.95 3.15 -0.19
C -0.94 2.73 0.67
O -0.67 1.40 0.97
H -0.13 3.40 0.99
H -1.86 3.02 1.20
H -1.11 2.88 -0.40
*
```

Output
**Energy**: -3181.64174 Ha
**Lowest unoccupied orbital energy (alpha / beta)**: -1.63 / -1.55 eV
**Highest occupied orbital energy (alpha / beta)**: -0.2589 / -0.2588 hartree
**Energy relative to the best compared isomer or geometry (same formula, charge and spin)**: 68.1 kcal/mol
**Kohn-Sham gap (alpha / beta)**: 5.42 / 5.49 eV

Here are the Löwdin charges for atoms 1 to 4, given in e:
1. Pd 0.629
2. Cl 0.800
3. C -0.614
4. C -0.097